Density functional theory data (wB97M-V/def2-TZVPD) for 4 unconnected molecules or ions with the total composition C40H66BrF8N7O5P in a non-equilibrium geometry.

XYZ file:
```
128
Properties=species:S:1:pos:R:3:forces:R:3
N -0.1535 -0.6733 4.0837 0.02 -0.11 0.28
C 0.1931 -1.7013 3.7027 0.15 0.09 -0.55
O 0.5679 -2.8418 3.1901 0.08 0.73 0.41
C 1.3709 -2.8889 2.0108 0.66 -0.90 -1.25
N 1.3983 -4.3215 1.6892 -0.46 -0.04 0.83
C 0.5584 -5.0782 2.1690 -0.94 -0.32 0.05
O -0.2573 -5.8092 2.5522 0.97 0.44 -0.30
C 0.8828 -2.2075 0.6813 -0.73 -0.11 0.97
C -0.0537 -0.9908 0.8175 -0.32 -0.04 0.48
C -1.5004 -1.4476 1.1194 0.00 0.62 0.07
C -2.2991 -0.3416 1.7667 0.00 0.10 0.13
C -3.1027 -0.5905 2.8695 -0.18 -0.06 0.10
C -3.8068 0.4312 3.4833 -0.11 0.34 0.03
C -3.7132 1.7309 3.0101 0.11 0.02 -0.22
C -2.9318 1.9885 1.8959 0.16 -0.02 -0.07
C -2.2313 0.9610 1.2850 -0.01 -0.03 -0.02
C 2.1989 -2.0698 -0.1389 -1.35 0.71 -0.31
C 2.0004 -1.0388 -1.2610 0.45 0.41 -0.19
C 0.9296 -1.3772 -2.2808 0.23 -0.18 -0.51
O -0.1429 -1.8130 -2.0609 -0.31 -0.15 0.26
Br 1.4614 -0.9635 -4.0886 0.03 0.11 0.06
C 2.5564 -3.4023 -0.8993 0.30 0.23 0.76
F 3.2421 -3.1453 -2.0007 0.33 0.13 -0.57
F 3.3017 -4.2450 -0.1828 0.33 -0.33 0.21
F 1.4593 -4.0299 -1.2472 -0.63 -0.32 -0.25
N 3.2296 -1.6269 0.8976 -0.50 -0.34 0.45
C 3.0904 -0.2198 1.4437 -0.29 0.89 -1.46
C 3.1875 0.9668 0.4682 1.30 -1.10 1.81
C 4.0983 2.1274 1.0486 -2.31 0.69 -1.85
O 4.2964 1.1678 -0.2293 -0.39 0.66 -0.97
P 5.2261 -1.6448 0.4574 1.25 0.23 0.82
N 5.7681 -3.2069 0.5087 -0.78 0.05 -0.64
O 5.1486 -1.4385 -1.1361 0.38 -0.14 0.13
C 2.9162 -2.5239 2.0766 0.25 -0.39 -0.24
C 3.6938 -2.3983 3.4047 -0.92 -0.32 0.55
F 3.2968 -3.5258 4.0381 -0.23 -0.18 0.21
F 5.0011 -2.5760 3.1499 0.44 0.26 -0.37
C 3.5702 -1.2353 4.4727 0.67 -0.38 -0.32
F 4.7364 -0.6244 4.5534 0.62 0.45 -0.06
F 2.6615 -0.3419 4.1638 -0.77 0.48 -0.25
F 3.2878 -1.7472 5.6409 -0.30 -0.31 0.67
H 0.2098 -2.9513 0.2775 0.29 -0.17 -0.60
H 0.2154 -0.2934 1.6048 0.25 0.11 0.02
H -0.1385 -0.4338 -0.1044 0.33 0.06 -0.15
H -1.5084 -2.3139 1.7758 -0.13 -0.23 -0.09
H -1.9892 -1.6741 0.1735 0.09 -0.51 -0.09
H -3.1919 -1.5889 3.2760 0.09 -0.14 -0.05
H -4.4340 0.2405 4.3402 0.00 -0.19 0.10
H -4.2339 2.5471 3.4854 -0.13 -0.01 0.13
H -2.8452 2.9842 1.4884 -0.10 0.15 0.02
H -1.6292 1.1933 0.4165 0.04 0.01 -0.11
H 2.9179 -0.8111 -1.7877 0.19 -0.20 0.04
H 1.6595 -0.0936 -0.8656 -0.21 0.00 0.17
H 2.1320 -0.0896 1.9299 0.03 -0.28 0.38
H 3.9275 -0.0230 2.0983 0.01 -0.48 0.32
H 2.2775 1.3198 -0.0136 -0.12 0.12 0.39
H 4.8168 2.8681 0.6972 1.27 -0.44 1.52
H 3.2469 2.8242 0.7947 0.50 0.33 -0.63
H 5.8361 -3.6540 -0.4001 -0.08 -0.14 0.02
H 5.4048 -3.8419 1.2051 0.46 -0.01 0.26
H 5.7551 -0.7117 -1.3483 -0.33 0.24 -0.31
H 3.3037 -3.4993 1.8125 0.26 0.03 -0.26
C 1.3242 -5.8494 -9.2795 0.03 -0.03 0.00
C 1.4583 -5.4885 -7.8082 0.01 -0.10 -0.08
N 0.4097 -4.5991 -7.3418 -0.01 0.05 0.08
C 0.6801 -4.0228 -6.0410 0.10 0.13 0.09
C 0.7591 -4.9614 -4.8290 -0.03 0.09 0.08
C -0.9503 -5.0630 -7.5613 -0.18 -0.08 -0.16
C -1.3587 -6.4151 -6.9606 -0.07 0.07 0.02
H 1.2649 -4.9515 -9.8951 -0.04 0.02 0.01
H 2.1947 -6.4237 -9.5974 0.01 0.00 0.00
H 0.4438 -6.4621 -9.4744 -0.01 0.00 0.00
H 2.4123 -4.9723 -7.6681 -0.02 0.03 0.08
H 1.5193 -6.4182 -7.2196 0.02 0.00 -0.01
H -0.0697 -3.2516 -5.8429 -0.07 -0.05 -0.04
H 1.6330 -3.4868 -6.1159 0.03 -0.06 -0.06
H -0.2236 -5.3134 -4.5187 0.00 -0.06 -0.04
H 1.1883 -4.4227 -3.9794 0.01 0.01 -0.02
H 1.3948 -5.8263 -5.0202 -0.01 -0.01 -0.03
H -1.1184 -5.1071 -8.6393 0.07 -0.01 -0.01
H -1.6334 -4.2874 -7.2065 0.07 0.03 0.09
H -0.6034 -7.1834 -7.1305 0.01 0.01 -0.01
H -2.2826 -6.7574 -7.4297 0.00 0.00 -0.01
H -1.5486 -6.3509 -5.8900 0.07 -0.04 0.02
C 0.8294 2.1496 5.8719 0.02 0.07 0.06
C 1.3044 2.9891 4.6974 0.07 -0.13 0.03
N 0.7813 4.3393 4.7011 -0.01 0.05 -0.08
C 0.9999 5.0422 3.4532 -0.03 0.02 -0.18
C 2.4480 5.3430 3.0407 -0.04 0.05 -0.13
C 1.0229 5.1038 5.9144 -0.03 0.00 0.26
C 2.4763 5.3001 6.3656 -0.04 0.09 0.00
H -0.2587 2.1405 5.9336 -0.01 0.03 -0.02
H 1.1657 1.1256 5.7382 -0.01 -0.13 0.02
H 1.2303 2.5038 6.8223 0.00 0.04 -0.01
H 0.9575 2.5071 3.7737 0.01 0.07 -0.01
H 2.4092 2.9601 4.6701 -0.03 -0.03 -0.02
H 0.4383 5.9788 3.4800 0.01 0.02 0.08
H 0.5303 4.4469 2.6608 0.03 -0.05 0.04
H 2.8841 6.1479 3.6286 0.03 -0.04 0.05
H 2.4724 5.6636 1.9957 -0.01 0.00 0.01
H 3.0904 4.4650 3.1340 0.01 -0.02 0.03
H 0.4771 4.6204 6.7275 0.01 -0.07 -0.03
H 0.5430 6.0781 5.8005 0.02 0.01 -0.11
H 3.0512 4.3741 6.3118 -0.01 -0.01 0.00
H 2.4925 5.6329 7.4043 0.00 0.00 0.01
H 2.9921 6.0590 5.7792 0.04 -0.06 -0.03
C -5.8449 1.8819 -0.9924 0.01 -0.07 0.02
C -6.1844 3.2992 -0.5606 -0.06 -0.08 -0.06
N -5.1639 4.2643 -0.9299 0.09 0.05 0.08
C -5.3291 5.5536 -0.2801 0.01 0.11 0.16
C -6.5789 6.3786 -0.6082 0.05 0.08 0.01
C -4.8217 4.3033 -2.3416 0.07 -0.12 -0.20
C -5.9427 4.5856 -3.3509 0.08 0.05 -0.04
H -4.8621 1.5937 -0.6136 0.01 0.00 -0.02
H -6.5815 1.1855 -0.5903 -0.01 0.01 0.02
H -5.8480 1.7628 -2.0765 0.00 0.03 -0.01
H -6.2693 3.3129 0.5295 0.00 0.09 0.01
H -7.1800 3.5613 -0.9513 0.00 -0.01 0.02
H -4.4400 6.1560 -0.4866 0.01 -0.03 -0.08
H -5.3132 5.3743 0.8001 -0.04 -0.07 -0.01
H -6.5235 6.8302 -1.5973 -0.03 -0.05 -0.03
H -6.6755 7.1949 0.1100 0.01 -0.01 0.01
H -7.4906 5.7840 -0.5481 0.00 -0.02 -0.01
H -4.3663 3.3443 -2.6028 -0.04 -0.04 0.05
H -4.0219 5.0362 -2.4749 -0.04 0.08 0.08
H -6.8414 4.0063 -3.1365 0.00 -0.01 0.01
H -5.6088 4.3107 -4.3531 0.00 -0.01 0.00
H -6.2132 5.6395 -3.3813 -0.07 -0.01 0.05
```
Forces are in eV/Å.

Results
Total charge: +1
E, Eh: -6037.0607
Frontier orbital gap, hartree: 0.23642
E_LUMO, eV: -3.07

Density functional theory data (wB97M-V/def2-TZVPD) for a molecular structure, C40H66BrN2O5PbSb2Si2 in a non-equilibrium geometry.

XYZ file:
```
119
Properties=species:S:1:pos:R:3:forces:R:3
Pb -0.1592 -0.2199 0.5888 -1.36 0.11 -1.37
C 2.0035 -1.4948 3.7696 -0.45 0.04 0.01
C 0.5908 -2.0338 3.7272 -0.65 0.06 -1.06
C 0.1551 -2.9727 4.6503 -0.27 0.63 -0.70
C -1.1822 -3.3672 4.6121 -1.03 0.02 -0.57
C -2.0285 -2.8728 3.6249 0.06 -0.10 0.03
C -1.5008 -2.0325 2.5748 -1.20 0.88 -0.18
N -0.2239 -1.5795 2.7030 1.07 -0.85 0.89
N -2.1998 -1.5397 1.4995 -0.62 -0.85 2.12
Si -3.9608 -1.5294 1.4283 1.96 -1.48 1.34
C -4.3690 -0.7400 -0.1074 0.24 0.75 -2.92
C -4.6486 -3.3316 1.4562 -0.75 -0.79 0.34
C -4.9593 -0.5690 2.6687 -1.23 0.76 0.06
H 2.0621 -0.6555 4.4822 -0.05 -0.13 -0.40
H 2.2051 -1.1409 2.7529 0.42 -0.03 0.52
H 2.7242 -2.2599 4.1122 -0.35 0.25 -0.35
H 0.8263 -3.3278 5.3961 0.39 -0.22 0.45
H -1.5654 -4.0798 5.3548 0.09 0.39 -0.24
H -3.1148 -3.0657 3.5986 0.86 -0.21 0.17
H -3.7453 0.0965 -0.4547 0.20 -0.13 0.58
H -5.3817 -0.3781 -0.2562 -0.34 -0.38 0.08
H -4.1265 -1.5184 -0.8473 -0.38 0.13 -0.26
H -4.0819 -4.1126 0.8874 -0.13 0.81 0.44
H -5.6815 -3.3948 1.0564 0.32 0.28 -0.06
H -4.7984 -3.7337 2.4993 0.42 0.43 -0.84
H -4.4650 0.3829 2.9097 0.22 -0.42 0.48
H -5.2824 -1.1534 3.5647 0.19 0.80 -0.56
H -5.8524 -0.1579 2.0806 0.74 -1.01 0.90
C -2.3043 -6.3398 -0.5846 -0.64 1.40 -0.93
Sb -0.7617 -4.9129 -1.1333 0.56 -0.62 0.59
C 0.7369 -5.7318 0.4326 -0.98 2.08 -1.72
C -0.0545 -6.1311 -2.9409 -0.58 0.10 1.17
C 1.2735 -5.7599 -3.4592 1.77 -0.70 -0.34
C 2.4318 -6.5120 -2.9951 -0.78 2.09 -1.32
C 3.7010 -6.1412 -3.4424 -0.88 0.51 -1.00
C 3.7803 -5.1159 -4.4133 0.75 0.40 -0.26
C 2.7075 -4.3044 -4.8082 0.62 -1.27 0.35
C 1.4327 -4.6972 -4.4098 -0.36 -0.17 1.60
C 0.2732 -3.8738 -4.7843 -0.41 1.76 -0.95
Sb 0.0713 -1.9980 -3.4617 0.48 -0.77 -0.44
C 1.8322 -1.0203 -4.4316 0.07 -1.17 0.39
C -1.5962 -1.2795 -4.6751 -0.51 -2.36 0.22
H -2.1685 -7.2830 -1.0432 0.59 -1.30 0.04
H -3.2353 -6.0041 -1.0473 -0.07 0.32 0.09
H -2.4778 -6.3351 0.4731 0.17 -0.31 0.57
H 0.1726 -6.3089 1.1480 0.17 -0.03 0.24
H 1.2623 -4.8135 0.7683 -0.41 -0.84 0.27
H 1.3577 -6.2664 -0.2489 0.71 -0.83 0.00
H -0.8660 -6.1541 -3.6643 -0.02 0.33 -0.10
H -0.0408 -7.1084 -2.4832 0.19 -0.48 0.07
H 2.3164 -7.3685 -2.3635 -0.23 -0.18 0.47
H 4.5949 -6.6468 -3.0934 -0.10 -0.07 -0.22
H 4.7019 -4.9446 -4.9876 0.01 0.04 0.87
H 2.8994 -3.3938 -5.4000 -0.31 -0.83 0.02
H -0.6966 -4.3638 -4.8831 0.11 -0.13 0.46
H 0.4205 -3.3856 -5.7816 0.11 -0.35 0.69
H 1.7045 -1.1656 -5.5076 0.10 0.39 0.03
H 2.7919 -1.5551 -4.1189 -1.39 0.88 -0.14
H 1.8149 0.0275 -4.1182 0.24 -0.19 -0.22
H -1.8963 -2.1399 -5.3451 0.57 1.08 0.33
H -1.3021 -0.4170 -5.1989 0.10 1.07 -0.88
H -2.4852 -1.1199 -4.0633 0.28 0.34 0.19
O 0.6804 1.5210 3.0018 -0.37 0.78 -0.39
C 0.0872 1.6501 1.9399 1.43 -1.29 1.30
C -1.4791 4.4127 3.9951 1.33 -0.27 -0.45
C -0.6702 5.5822 3.4029 1.57 -1.01 -1.11
C 0.8216 5.6045 3.8460 -1.52 0.72 0.97
C -1.3620 6.8983 3.6478 1.26 0.14 -0.56
O -0.6683 5.4546 1.9382 -0.05 0.48 0.56
Si 0.0176 4.3972 0.9388 -0.46 -2.64 0.18
O -0.3811 2.8406 1.5559 -0.39 2.53 -1.01
O 1.6406 4.3579 0.8390 -0.31 0.15 -0.40
C 2.6573 4.5144 -0.1725 0.12 -0.41 -0.37
C 2.2894 5.6725 -1.1088 0.35 0.71 0.44
C 2.7854 3.2355 -1.0730 0.08 0.21 1.38
C 3.8997 4.8340 0.6675 0.02 0.49 0.24
O -0.6653 4.6158 -0.5267 -0.11 0.40 0.20
C -2.0027 4.4865 -1.1481 1.34 0.64 0.22
C -1.7209 5.0025 -2.5790 1.39 0.18 0.57
C -2.3284 3.0351 -1.1007 -0.83 -0.63 -0.35
C -3.0440 5.3272 -0.3596 0.74 0.94 -1.17
H -1.5709 4.5560 5.0612 -0.49 0.29 0.37
H -0.9360 3.4333 3.9103 -0.63 0.91 -0.40
H -2.4272 4.4369 3.4560 -0.14 -0.45 0.38
H 0.7731 5.6453 4.9578 0.52 0.11 -0.60
H 1.2779 6.5053 3.4264 0.06 -0.03 0.24
H 1.4025 4.7563 3.5370 -0.01 -0.63 -0.14
H -1.5710 6.9516 4.6925 -0.43 0.44 0.73
H -2.2287 6.8673 3.0268 -0.97 0.24 -0.09
H -0.7397 7.7560 3.3118 -0.31 -0.53 0.31
H 1.3352 5.4750 -1.6124 0.45 -0.09 -0.16
H 3.1367 5.8849 -1.8077 -0.83 -0.25 0.37
H 2.1193 6.5833 -0.5037 0.17 -0.27 -0.20
H 1.7689 2.9630 -1.3543 -0.01 0.02 -0.41
H 3.1918 2.3452 -0.5321 -0.08 0.87 -0.43
H 3.3995 3.5111 -1.9437 -0.24 -0.40 0.22
H 3.5807 5.6577 1.3640 0.62 -0.75 -0.56
H 4.7808 5.1382 0.0866 -0.38 0.18 -0.14
H 4.2500 3.9682 1.2425 -0.46 0.10 0.06
H -0.6649 4.6829 -2.8535 -1.45 -0.21 0.15
H -1.5729 6.1118 -2.5245 -0.83 -0.75 -0.41
H -2.4568 4.5948 -3.2898 0.25 0.66 0.08
H -1.8289 2.4605 -1.8891 -0.11 0.09 0.13
H -3.4198 2.9565 -1.1876 0.20 -0.44 -0.20
H -2.0303 2.6225 -0.1465 -0.07 -0.17 0.22
H -2.8965 6.3993 -0.7062 -0.32 -1.09 0.83
H -2.8015 5.2146 0.6950 -0.28 0.21 0.07
H -4.0932 5.0346 -0.5606 0.65 0.04 0.02
Br 6.4408 -1.9312 -0.4085 0.85 -0.09 -0.23
C 4.6700 -1.3795 -0.2035 -2.02 -0.38 0.01
C 3.6430 -2.2596 -0.6904 1.26 2.11 0.83
C 2.3114 -1.8987 -0.4195 0.57 -1.07 -0.31
C 2.0226 -0.7725 0.3274 0.83 0.77 1.17
C 3.0673 0.0630 0.8137 -1.06 0.32 -0.51
C 4.3897 -0.2010 0.5167 0.83 -0.38 -0.03
H 4.0070 -3.0839 -1.2816 -0.43 -0.44 -0.02
H 1.4949 -2.5852 -0.7458 0.60 0.64 0.14
H 2.7744 0.9775 1.3929 0.47 -0.95 -0.41
H 5.2122 0.4624 0.8711 -0.66 -0.68 -0.32
```
Forces are in eV/Å.

Results
Total charge: -1
E, Eh: -5875.9701
Frontier orbital gap, hartree: 0.21278
E_LUMO, eV: 2.32
ΔE to the lowest compared entry with this formula, charge and spin, eV: 2.2886